Entry from the OMol25 dataset: a cluster of 18 separate species, H36O18 in total (the ωB97M-V functional and the def2-TZVPD basis).

The geometry in ORCA input format:
```
! RIJCOSX wB97M-V def2-TZVPD def2/J DEFGRID3
* xyz 1 2
O -2.83019 4.06122 2.45668
H -2.41882 4.94716 2.58397
H -3.43394 4.50054 3.09636
O -1.72710 -1.58774 -4.70049
H -2.57994 -1.01690 -4.99835
H -2.03829 -2.22020 -4.07277
O 2.09705 -1.48769 4.20359
H 2.34486 -2.34986 3.62734
H 1.85431 -1.83494 5.03509
O 0.64858 0.06203 -5.33032
H 1.03334 0.38085 -6.20737
H -0.04361 -0.61678 -5.29676
O 0.16318 -1.43308 0.80363
H 0.04537 -1.67632 1.79723
H -0.49765 -1.44248 0.18016
O -2.46947 2.90552 -4.10517
H -1.80163 2.92341 -3.38366
H -3.06160 3.63624 -4.23838
O 1.41290 -1.87407 -2.74946
H 2.37617 -1.93430 -2.43116
H 1.43459 -1.05203 -3.26099
O 3.89383 -3.58564 -0.97417
H 4.80998 -3.53584 -0.73606
H 3.67983 -3.46999 -1.85721
O 2.28409 3.67211 2.22938
H 3.00068 3.03599 2.17167
H 2.59049 4.40868 2.75686
O -0.75366 -2.34625 3.32589
H -1.24723 -3.01068 3.90635
H -1.45371 -1.84932 2.81323
O 2.52028 -2.36766 1.84863
H 1.92628 -1.96423 1.15760
H 2.95452 -3.08685 1.39947
O -3.75197 3.68308 -1.79505
H -2.98081 3.04048 -1.66855
H -4.47170 3.01254 -1.74952
O 2.10077 1.05478 -0.56066
H 1.79936 0.82274 0.22331
H 1.46162 1.41058 -1.05861
O -0.01421 1.00219 -3.01970
H -0.16739 -0.03194 -3.14522
H 0.67632 1.40346 -3.66140
O -3.12412 2.06166 -0.04812
H -2.87389 1.30725 0.52373
H -3.11207 3.05576 0.30398
O -2.01331 -4.82345 1.31002
H -2.38737 -5.69669 1.39666
H -1.22616 -5.01246 1.89113
O 3.17920 0.42949 2.67187
H 3.15687 -0.46135 2.91452
H 2.41470 0.90655 3.17883
O -1.20246 1.00935 4.04970
H -1.63631 1.83054 4.00232
H -0.54055 1.20456 3.18997
*
```

⟨S²⟩ = 0.755
HOMO energy (spin up / spin down) = -13.283 / -12.003 eV
Energy relative to the best compared isomer or geometry (same formula, charge and spin) = 429.38 kJ/mol

Here are the natural (NBO) charges for atoms 1 to 8, given in e: atom 1 (O): -0.935, atom 2 (H): 0.468, atom 3 (H): 0.470, atom 4 (O): -0.977, atom 5 (H): 0.501, atom 6 (H): 0.487, atom 7 (O): -0.874, atom 8 (H): 0.524